--- A ---
A structure of composition C26H32BrN8OPd. Source: the OMol25 dataset; level of theory: ωB97M-V/def2-TZVPD.

Output
- gap between HOMO and LUMO (alpha / beta) (Eh) = 0.2658 / 0.2658
- lowest unoccupied orbital energy (alpha / beta) (Ha) = -0.1143 / -0.1143

ORCA input file:
```
! RIJCOSX wB97M-V def2-TZVPD def2/J DEFGRID3
* xyz 1 1
Pd 0.639 0.024 -0.751
O -0.993 1.397 -6.642
C -0.586 1.339 -5.366
C -0.826 2.348 -4.432
C -0.374 2.173 -3.144
N 0.295 1.081 -2.751
C 0.512 0.151 -3.666
Br 1.473 -1.345 -2.988
C 0.110 0.196 -4.978
H -1.435 2.235 -6.827
H -1.354 3.252 -4.705
H -0.540 2.926 -2.385
H 0.319 -0.597 -5.679
C 2.403 -1.590 3.665
N 3.221 -1.077 2.576
C 4.476 -0.437 2.951
C 4.961 0.166 1.643
N 3.771 0.140 0.813
C 3.895 0.562 -0.561
C 2.825 -0.706 1.321
N 1.774 -1.122 0.650
C 0.887 -2.148 1.202
C 0.063 -2.811 0.109
N -0.800 -1.812 -0.482
C -1.722 -2.087 -1.345
N -2.568 -1.115 -1.805
C -2.799 0.117 -1.081
C -3.505 -1.629 -2.788
C -3.283 -3.140 -2.714
N -2.016 -3.264 -1.997
C -1.675 -4.598 -1.536
H 2.876 -1.281 4.595
H 2.344 -2.677 3.671
H 1.402 -1.169 3.654
H 5.173 -1.168 3.360
H 4.294 0.329 3.709
H 5.762 -0.427 1.189
H 5.319 1.188 1.762
H 4.437 1.507 -0.588
H 2.905 0.732 -0.975
H 4.424 -0.172 -1.179
H 0.189 -1.715 1.925
H 1.458 -2.936 1.693
H -0.491 -3.629 0.576
H 0.748 -3.252 -0.629
H -2.620 -0.028 -0.017
H -3.836 0.418 -1.238
H -2.154 0.932 -1.413
H -3.291 -1.238 -3.787
H -4.526 -1.349 -2.526
H -3.206 -3.596 -3.701
H -4.085 -3.645 -2.165
H -2.057 -5.303 -2.272
H -2.133 -4.835 -0.571
H -0.601 -4.746 -1.475
N -2.916 5.802 6.471
C -2.475 5.147 5.639
C -1.920 4.322 4.592
C -1.918 2.937 4.728
C -1.389 2.150 3.722
C -0.858 2.733 2.570
C -0.863 4.123 2.446
C -1.391 4.915 3.449
C -0.319 1.906 1.524
C 0.128 1.265 0.601
H -2.331 2.486 5.620
H -1.386 1.073 3.820
H -0.447 4.578 1.558
H -1.394 5.992 3.354
*
```

natural (NBO) analysis output, partial charges in e:
1. Pd 0.794
2. O -0.625
3. C 0.384
4. C -0.324
5. C 0.084
6. N -0.527
7. C 0.180
8. Br 0.153
9. C -0.326
10. H 0.497
11. H 0.239
12. H 0.231
13. H 0.262
14. C -0.407
15. N -0.417
16. C -0.209
17. C -0.212
18. N -0.395
19. C -0.405
20. C 0.672
21. N -0.622
22. C -0.218
23. C -0.237
24. N -0.693
25. C 0.645
26. N -0.423
27. C -0.402
28. C -0.207
29. C -0.211
30. N -0.437
31. C -0.407
32. H 0.219
33. H 0.208
34. H 0.215
35. H 0.213
36. H 0.199
37. H 0.194
38. H 0.214
39. H 0.217
40. H 0.216
41. H 0.194
42. H 0.198
43. H 0.197
44. H 0.200
45. H 0.176
46. H 0.234
47. H 0.208
48. H 0.190
49. H 0.189
50. H 0.207
51. H 0.209
52. H 0.191
53. H 0.218
54. H 0.193
55. H 0.215
56. N -0.285
57. C 0.267
58. C -0.169
59. C -0.177
60. C -0.129
61. C -0.107
62. C -0.175
63. C -0.158
64. C -0.177
65. C -0.141
66. H 0.233
67. H 0.212
68. H 0.223
69. H 0.234



--- B ---
A structure of composition C26H32BrN8OPd. Source: the OMol25 dataset; level of theory: ωB97M-V/def2-TZVPD.

Output
- gap between HOMO and LUMO (Eh) = 0.3103
- lowest unoccupied orbital energy (Ha) = -0.0762

ORCA input file:
```
! RIJCOSX wB97M-V def2-TZVPD def2/J DEFGRID3
* xyz 1 1
Pd 0.117 0.453 0.256
O 6.293 -0.078 -0.215
C 4.961 -0.006 -0.123
C 4.139 -1.104 0.126
C 2.781 -0.900 0.202
N 2.202 0.303 0.060
C 3.001 1.338 -0.215
Br 2.227 3.027 -0.552
C 4.374 1.242 -0.304
H 6.602 -0.986 -0.100
H 4.542 -2.100 0.253
H 2.104 -1.723 0.376
H 4.980 2.104 -0.537
C -3.943 -1.335 0.989
N -3.885 -0.547 -0.240
C -4.493 -1.122 -1.445
C -3.863 -0.294 -2.554
N -2.612 0.135 -1.937
C -1.782 1.114 -2.608
C -2.734 0.088 -0.595
N -1.884 0.644 0.244
C -2.317 1.076 1.573
C -1.461 2.295 1.888
N -0.065 1.832 1.909
C 0.868 2.600 2.424
N 2.037 2.085 2.875
C 2.330 0.695 3.119
C 2.976 3.123 3.256
C 2.047 4.312 3.444
N 0.907 3.962 2.596
C -0.209 4.893 2.669
H -4.634 -2.159 0.831
H -4.304 -0.751 1.833
H -2.960 -1.747 1.229
H -5.578 -1.049 -1.415
H -4.204 -2.174 -1.530
H -4.477 0.579 -2.803
H -3.681 -0.866 -3.461
H -1.766 0.879 -3.670
H -0.766 1.059 -2.228
H -2.167 2.130 -2.472
H -2.140 0.312 2.337
H -3.376 1.343 1.580
H -1.763 2.713 2.851
H -1.638 3.034 1.102
H 1.452 0.098 2.890
H 2.586 0.561 4.173
H 3.176 0.353 2.521
H 3.713 3.294 2.464
H 3.502 2.850 4.169
H 2.487 5.253 3.119
H 1.726 4.414 4.487
H 0.208 5.898 2.630
H -0.767 4.791 3.605
H -0.881 4.788 1.828
N -0.622 -7.841 -5.167
C -0.522 -6.872 -4.559
C -0.399 -5.657 -3.800
C -0.329 -5.712 -2.410
C -0.213 -4.543 -1.681
C -0.165 -3.304 -2.327
C -0.235 -3.264 -3.723
C -0.351 -4.429 -4.456
C -0.059 -2.089 -1.574
C 0.029 -1.063 -0.936
H -0.366 -6.669 -1.909
H -0.162 -4.579 -0.601
H -0.190 -2.307 -4.225
H -0.402 -4.398 -5.536
*
```

natural (NBO) analysis output, partial charges in e:
1. Pd 0.741
2. O -0.625
3. C 0.384
4. C -0.332
5. C 0.092
6. N -0.513
7. C 0.186
8. Br 0.120
9. C -0.336
10. H 0.497
11. H 0.240
12. H 0.244
13. H 0.260
14. C -0.414
15. N -0.415
16. C -0.213
17. C -0.213
18. N -0.390
19. C -0.410
20. C 0.699
21. N -0.628
22. C -0.233
23. C -0.214
24. N -0.703
25. C 0.688
26. N -0.409
27. C -0.402
28. C -0.214
29. C -0.213
30. N -0.423
31. C -0.408
32. H 0.222
33. H 0.212
34. H 0.212
35. H 0.221
36. H 0.199
37. H 0.194
38. H 0.221
39. H 0.217
40. H 0.237
41. H 0.196
42. H 0.197
43. H 0.207
44. H 0.196
45. H 0.185
46. H 0.237
47. H 0.207
48. H 0.195
49. H 0.198
50. H 0.218
51. H 0.219
52. H 0.192
53. H 0.219
54. H 0.196
55. H 0.221
56. N -0.284
57. C 0.266
58. C -0.177
59. C -0.155
60. C -0.221
61. C -0.024
62. C -0.224
63. C -0.146
64. C -0.103
65. C -0.297
66. H 0.234
67. H 0.221
68. H 0.222
69. H 0.233



Q: Which of them is the least stable? A: A.



--- A ---
A cluster of 2 separate species, C3H9NO2 in total. Source: the OMol25 dataset; level of theory: ωB97M-V/def2-TZVPD.

Output
- gap between HOMO and LUMO (alpha / beta) (Eh) = 0.3697 / 0.1795
- lowest unoccupied orbital energy (alpha / beta) (Ha) = -0.1357 / -0.3260

ORCA input file:
```
! RIJCOSX wB97M-V def2-TZVPD def2/J DEFGRID3
* xyz 1 2
C 2.765 0.427 -1.040
N 2.936 -0.810 -0.321
H -1.363 1.884 -0.015
H 3.869 -1.022 0.033
H 2.068 -1.011 0.184
H 3.291 0.552 -2.005
H 3.106 1.246 -0.423
H 1.708 0.481 -1.356
C -3.105 -0.621 0.918
C -1.904 0.153 0.448
O -2.121 1.474 0.426
O -0.936 -0.419 -0.008
H -2.893 -1.670 1.008
H -3.991 -0.479 0.281
H -3.429 -0.185 1.872
*
```

natural (NBO) analysis output, partial charges in e:
1. C -0.516
2. N -0.221
3. H 0.489
4. H 0.427
5. H 0.443
6. H 0.294
7. H 0.301
8. H 0.269
9. C -0.735
10. C 0.813
11. O -0.652
12. O -0.660
13. H 0.242
14. H 0.260
15. H 0.247



--- B ---
A cluster of 2 separate species, C3H9NO2 in total. Source: the OMol25 dataset; level of theory: ωB97M-V/def2-TZVPD.

Output
- gap between HOMO and LUMO (alpha / beta) (Eh) = 0.3204 / 0.1505
- lowest unoccupied orbital energy (alpha / beta) (Ha) = -0.1835 / -0.3532

ORCA input file:
```
! RIJCOSX wB97M-V def2-TZVPD def2/J DEFGRID3
* xyz 1 2
C -1.077 1.621 -1.563
O -2.337 1.184 -2.092
H -2.658 0.448 -1.465
H -1.264 2.751 -1.435
H -1.055 1.182 -0.509
H -0.237 1.414 -2.143
C 0.872 -0.790 -0.473
C 0.936 -0.709 1.054
O 0.432 0.248 1.608
N 1.461 -1.666 1.934
H 0.987 0.222 -0.903
H -0.214 -0.825 -0.868
H 1.808 -1.444 2.812
H 1.666 -2.616 1.629
H 1.599 -1.655 -0.896
*
```

natural (NBO) analysis output, partial charges in e:
1. C -0.252
2. O -0.702
3. H 0.464
4. H 0.213
5. H 0.130
6. H 0.165
7. C -0.736
8. C 0.657
9. O -0.042
10. N -0.713
11. H 0.308
12. H 0.315
13. H 0.439
14. H 0.446
15. H 0.307



Q: Which of them is the least stable? A: B.